The following is a DFT calculation (wB97M-V/def2-TZVPD) of one molecule with the formula C8H14O2 in a non-equilibrium geometry.

* 2S+1: 1
* E_LUMO: 0.038 hartree
* SMILES string: CCO[C@@H]1CCC=C(C)O1
* energy relative to the best compared isomer or geometry (same formula, charge and spin): 1.147 eV
* Kohn-Sham gap: 9.20 eV
* E: -463.6637 Ha

XYZ file:
```
24
Properties=species:S:1:pos:R:3:mulliken_charge:R:1
C -2.63315 2.81177 0.43858 -1.201
C -2.01315 1.58708 -0.16832 -0.090
O -0.97477 1.21139 0.67909 -0.308
C -0.31779 -0.04239 0.40330 0.056
C 0.58300 -0.31396 1.61672 -0.598
C 1.28108 -1.63945 1.40202 -0.617
C 1.81812 -1.74268 0.00821 -0.413
C 1.34631 -0.96942 -1.06217 0.639
C 1.93034 -1.24671 -2.40004 -1.262
O 0.41412 0.03394 -0.84882 -0.377
H -3.50475 3.12402 -0.16710 0.364
H -2.95372 2.55746 1.45687 0.304
H -1.90237 3.61134 0.56104 0.305
H -2.75484 0.75189 -0.25218 0.260
H -1.60865 1.80240 -1.20171 0.216
H -1.04875 -0.87346 0.32541 0.260
H 1.24998 0.51015 1.71120 0.290
H -0.07304 -0.30752 2.47525 0.344
H 0.51291 -2.45927 1.44152 0.251
H 2.04451 -1.88347 2.14524 0.363
H 2.44058 -2.56817 -0.22123 0.285
H 1.12327 -1.36839 -3.11341 0.323
H 2.53448 -2.15867 -2.40764 0.325
H 2.50626 -0.42790 -2.82183 0.282
```



The following is a DFT calculation (wB97M-V/def2-TZVPD) of one molecule with the formula C8H14O2Si in a non-equilibrium geometry.

* 2S+1: 1
* E_LUMO: 0.025 hartree
* SMILES string: CCC(=O)[C@]1(O)C=C([SiH3])CC1
* energy relative to the best compared isomer or geometry (same formula, charge and spin): 4.028 eV
* Kohn-Sham gap: 10.05 eV
* E: -753.1060 Ha

XYZ file:
```
25
Properties=species:S:1:pos:R:3:mulliken_charge:R:1
C -3.25270 -1.82632 0.32418 -1.174
C -2.00384 -0.93586 0.37182 -0.733
C -1.89108 0.30090 -0.49968 0.782
O -2.80108 0.65477 -1.23788 -0.667
C -0.69138 1.20671 -0.37292 1.365
O -0.93161 2.38989 -1.20968 -0.693
C 0.63297 0.60249 -1.06234 -1.061
C 1.66364 0.62478 -0.23355 0.206
Si 3.41644 -0.08311 -0.60524 0.247
C 1.22826 1.08355 1.11647 -0.375
C -0.19036 1.56310 1.00152 -1.750
H -3.53544 -2.09985 -0.72260 0.278
H -4.10499 -1.29949 0.95402 0.265
H -3.11467 -2.82474 0.90218 0.334
H -1.12445 -1.48591 -0.03697 0.377
H -1.52875 -0.82652 1.28128 0.623
H -1.90510 2.22003 -1.41177 0.444
H 0.46193 0.50014 -2.15792 0.301
H 3.74648 -0.62474 0.76248 -0.074
H 4.34964 1.04243 -0.76223 -0.100
H 3.29684 -0.68504 -1.91421 -0.105
H 1.98459 1.83001 1.52471 0.353
H 1.32060 0.26465 1.72548 0.356
H -0.82054 1.19165 1.74257 0.457
H -0.19468 2.59589 0.85227 0.343
```